Formula: C5H9BrSi
Source: OMol25
Level of theory: ωB97M-V with the def2-TZVPD basis set

Computed properties:
Orbital gap (spin up / spin down) ... 6.768 / 6.718 eV
HOMO energy (spin up / spin down) ... -7.5 / -7.5 eV
Total charge ... 0
Energy relative to the best compared isomer or geometry (same formula, charge and spin) ... 69.45 kcal/mol
Energy ... -3059.29316 hartree
Spin multiplicity ... 1

CARTESIAN COORDINATES (ANGSTROEM)
C 2.3014 0.5305 -0.8064
C -2.1933 -1.2508 -0.8833
C 0.9946 0.7370 -0.8462
C -1.2685 -0.2944 -1.0983
C -0.0047 -0.2184 -0.4591
Si -0.3405 0.4000 2.2730
Br 1.8833 0.4089 2.7159
H 2.9541 1.2881 -1.0218
H 2.8119 -0.3412 -0.5951
H -3.0027 -1.0875 -1.5126
H -2.1673 -1.8860 -0.1108
H 0.8027 1.7828 -1.1529
H -1.3424 0.3437 -1.9735
H 0.4077 -1.2637 -0.0987
H -0.8148 -0.8374 2.7072
H -1.0214 1.6884 2.8627

Forces on atoms 1 to 3 (eV/Å):
C -0.9442 -0.2723 0.0960
C 1.3332 3.9161 -2.3647
C 0.5266 0.9818 -0.1332

Löwdin population analysis, charges in e, atoms 1 to 6: -0.023, 0.028, -0.275, -0.237, -0.248, 0.344